Density functional theory data (the ωB97M-V functional and the def2-TZVPD basis) for the molecule C3H2N2 in a non-equilibrium geometry.

The calculated total energy is -6120.38534 eV. The energy relative to the best compared isomer or geometry (same formula, charge and spin) comes out at 202.6 kJ/mol. The HOMO-LUMO gap is 12.28 eV. As for the HOMO energy: -11.81 eV.

ORCA input file:
```
! wB97M-V def2-TZVPD RIJCOSX def2/J DEFGRID3
* xyz 0 1
C -0.00435 -0.35132 0.01504
C -2.27486 -1.62345 0.03106
C 2.24590 -1.62943 -0.05396
N 1.20247 -1.15787 0.06618
N -1.20622 -1.15761 -0.05120
H 0.17067 0.16600 -0.84722
H -0.16609 0.42095 0.79248
*
```

Results of the natural (NBO) charge analysis, in e, for atoms 1 through 6: number 1, C, carries -0.06; number 2, C, carries 0.35; number 3, C, carries 0.33; number 4, N, carries -0.54; number 5, N, carries -0.55; number 6, H, carries 0.23